Record 1
This record from the Open Molecules 2025 dataset describes a 2-piece molecular cluster, C3H5N3 overall. The level of theory is ωB97M-V with the def2-TZVPD basis set.

CARTESIAN COORDINATES (ANGSTROEM)
N  -1.753  -0.201  0.548
C  -0.837  -1.088  0.102
C  -0.002  -1.893  -0.237
C  2.130  0.645  0.449
N  1.181  1.199  0.013
N  0.169  1.874  -0.267
H  -2.703  -0.542  0.540
H  -1.630  0.741  0.187
H  0.683  -2.626  -0.597
H  2.478  -0.374  0.464
H  0.285  2.265  -1.203

Computed properties:
Energy above the lowest of the compared OMol25 structures with the same formula, charge and spin in eV: 5.2348
Gap between HOMO and LUMO in Ha: 0.3563
LUMO level in eV: 1.05
Energy in eV: -7657.221

In the Löwdin picture, each atom carries the following charge in e: 0.047, -0.314, 0.053, 0.097, -0.212, 0.050, 0.090, 0.050, 0.011, 0.056, 0.074


Record 2
This record from the Open Molecules 2025 dataset describes a single C3H5N3 molecule at a distorted geometry. The level of theory is ωB97M-V with the def2-TZVPD basis set.

CARTESIAN COORDINATES (ANGSTROEM)
H  -2.144  1.815  0.226
N  -1.158  1.737  0.439
C  -0.531  0.715  0.002
C  -0.678  -1.093  -0.226
N  0.688  -1.492  -0.329
C  1.439  -0.481  -0.135
N  0.855  0.729  0.104
H  -1.123  -1.152  0.757
H  -1.253  -1.841  -0.834
H  2.520  -0.524  -0.166
H  1.386  1.587  0.162

Computed properties:
Energy above the lowest of the compared OMol25 structures with the same formula, charge and spin in eV: 1.8609
SMILES: [H]/N=C1\CN=CN1
Gap between HOMO and LUMO in Ha: 0.3678
LUMO level in eV: 0.94
Energy in eV: -7660.595

In the Löwdin picture, each atom carries the following charge in e: 0.037, 0.089, -0.300, -0.094, -0.004, -0.234, 0.051, 0.082, 0.106, 0.120, 0.145


Record 3
This record from the Open Molecules 2025 dataset describes a single C3H5N3 molecule. The level of theory is ωB97M-V with the def2-TZVPD basis set.

CARTESIAN COORDINATES (ANGSTROEM)
H  0.510  -2.383  1.757
N  0.360  -1.437  1.379
N  -0.822  -1.160  1.631
C  -1.257  0.086  1.068
C  -0.746  0.558  -0.046
C  0.022  0.402  -1.112
N  1.272  0.904  -1.351
H  -2.106  0.500  1.599
H  -0.385  -0.181  -1.935
H  1.683  1.545  -0.693
H  1.571  1.014  -2.305

Computed properties:
Energy above the lowest of the compared OMol25 structures with the same formula, charge and spin in eV: 3.4959
SMILES: [H]/N=N/C=C=CN
Gap between HOMO and LUMO in Ha: 0.3266
LUMO level in eV: 0.52
Energy in eV: -7658.960

In the Löwdin picture, each atom carries the following charge in e: 0.054, 0.052, -0.079, -0.191, -0.044, -0.232, 0.061, 0.078, 0.120, 0.096, 0.085


Record 4
This record from the Open Molecules 2025 dataset describes a single C3H5N3 molecule at a distorted geometry. The level of theory is ωB97M-V with the def2-TZVPD basis set.

CARTESIAN COORDINATES (ANGSTROEM)
C  0.357  -0.867  -1.443
C  -0.175  -0.386  -0.128
C  0.324  -0.370  1.087
N  0.188  0.515  2.116
N  -0.552  1.532  1.770
N  -0.890  1.635  0.554
H  -0.057  -1.823  -1.800
H  0.058  -0.103  -2.154
H  1.456  -0.956  -1.484
H  0.818  -1.328  1.244
H  -1.564  2.423  0.520

Computed properties:
Energy above the lowest of the compared OMol25 structures with the same formula, charge and spin in eV: 5.0894
Gap between HOMO and LUMO (spin up / spin down) in Ha: 0.3138 / 0.3138
LUMO level (spin up / spin down) in eV: -0.41 / -0.41
Energy in eV: -7657.366

In the Löwdin picture, each atom carries the following charge in e: -0.095, 0.024, -0.252, -0.038, -0.141, 0.041, 0.083, 0.079, 0.084, 0.129, 0.085